The following is a quantum chemistry calculation of C44H70N6O10S5 as an isolated structure at a distorted geometry, from the Open Molecules 2025 dataset.

The geometry in ORCA input format:
```
! RIJCOSX wB97M-V def2-TZVPD def2/J DEFGRID3
* xyz 0 1
C -1.457 3.856 -1.546
C -0.113 3.135 -1.716
C -0.279 1.858 -2.540
S -1.990 1.944 -3.280
O -2.798 1.009 -2.517
O -1.936 1.928 -4.707
C -2.443 3.635 -2.781
H -1.268 4.893 -1.271
H -1.925 3.411 -0.668
H 0.343 2.909 -0.752
H 0.525 3.826 -2.266
H -0.193 0.854 -2.123
H 0.300 1.949 -3.459
H -3.516 3.661 -2.593
H -2.087 4.205 -3.639
C 2.009 -2.625 2.365
C 3.244 -2.287 1.428
C 4.379 -1.844 2.313
S 4.294 -2.795 3.853
O 4.454 -1.893 4.970
O 5.106 -3.991 3.702
C 2.493 -3.233 3.682
H 1.369 -3.351 1.864
H 1.460 -1.697 2.522
H 3.009 -1.554 0.656
H 3.549 -3.221 0.955
H 4.408 -0.768 2.485
H 5.413 -1.904 1.973
H 1.855 -2.807 4.456
H 2.390 -4.314 3.777
C -4.242 1.251 1.239
C -3.785 1.980 -0.073
C -4.979 2.760 -0.659
S -6.552 2.040 0.064
O -7.393 1.420 -0.992
O -7.242 2.970 0.984
C -5.678 0.705 1.050
H -4.405 1.898 2.101
H -3.574 0.504 1.670
H -3.488 1.172 -0.741
H -2.832 2.468 0.134
H -5.112 2.728 -1.740
H -4.941 3.802 -0.343
H -5.636 -0.232 0.496
H -6.229 0.439 1.953
C -1.283 0.255 1.091
C -0.619 1.280 0.103
C 0.848 0.876 -0.060
S 0.686 -0.984 -0.353
O 1.815 -1.676 0.293
O 0.420 -1.243 -1.761
C -0.921 -1.095 0.583
H -2.352 0.445 1.187
H -1.020 0.554 2.106
H -0.645 2.303 0.477
H -1.118 1.322 -0.864
H 1.377 0.981 0.887
H 1.396 1.395 -0.845
H -0.784 -1.755 1.440
H -1.637 -1.527 -0.115
C 2.302 5.437 0.454
C 2.112 3.938 0.973
C 3.016 3.035 0.028
S 2.947 3.909 -1.621
O 2.044 3.150 -2.468
O 4.255 4.422 -2.016
C 1.960 5.313 -1.066
H 3.299 5.845 0.621
H 1.671 6.126 1.015
H 1.100 3.541 0.896
H 2.363 3.718 2.011
H 2.626 2.031 -0.135
H 4.042 3.063 0.395
H 0.908 5.092 -1.248
H 2.275 6.183 -1.644
N -0.941 -2.530 -4.239
C -0.858 -1.646 -3.172
C -2.187 -1.206 -2.856
C -3.004 -1.731 -3.885
C -2.264 -2.526 -4.664
H -0.252 -3.113 -4.692
H 0.073 -1.535 -2.637
H -2.466 -0.537 -2.054
H -4.049 -1.507 -4.037
H -2.513 -3.245 -5.430
N 2.654 -0.567 4.699
C 1.406 -0.987 5.066
C 0.500 -0.276 4.277
C 1.217 0.462 3.345
C 2.584 0.259 3.652
H 3.519 -0.949 5.054
H 1.218 -1.660 5.890
H -0.579 -0.287 4.325
H 0.755 0.957 2.504
H 3.474 0.624 3.161
N -4.089 -0.765 -1.800
C -3.043 -0.567 -0.910
C -3.429 -1.162 0.279
C -4.588 -1.965 0.009
C -5.029 -1.571 -1.202
H -4.117 -0.348 -2.719
H -2.229 0.059 -1.244
H -2.847 -1.136 1.188
H -5.179 -2.573 0.678
H -5.844 -2.009 -1.759
N 2.231 -4.734 -2.177
C 3.314 -4.732 -1.315
C 3.307 -3.444 -0.777
C 2.283 -2.670 -1.302
C 1.620 -3.499 -2.133
H 1.982 -5.537 -2.736
H 3.987 -5.572 -1.232
H 3.965 -3.122 0.017
H 2.086 -1.638 -1.051
H 0.739 -3.359 -2.742
N 4.295 0.683 -0.314
C 2.972 0.389 0.135
C 2.944 0.966 1.458
C 4.172 1.589 1.720
C 4.961 1.444 0.587
H 4.757 0.280 -1.117
H 2.402 -0.439 -0.258
H 2.225 0.778 2.241
H 4.405 2.043 2.672
H 6.017 1.610 0.436
N -1.786 -3.718 0.790
C -0.444 -3.843 0.994
C 0.164 -3.271 -0.154
C -0.876 -2.851 -1.018
C -2.059 -3.089 -0.369
H -2.532 -4.019 1.402
H -0.059 -4.424 1.819
H 1.205 -3.055 -0.346
H -0.692 -2.482 -2.017
H -3.068 -2.875 -0.690
*
```

Values from the calculation:
E = -4788.62446 Ha

Here are the Mulliken charges for atoms 1 to 2, given in e: -0.85, -1.22

=====

The following is a quantum chemistry calculation of C44H70O43S4 as an isolated structure at a distorted geometry, from the Open Molecules 2025 dataset.

The geometry in ORCA input format:
```
! RIJCOSX wB97M-V def2-TZVPD def2/J DEFGRID3
* xyz 0 1
C 6.399 2.048 -2.764
C 6.511 0.675 -2.112
C 6.338 -0.490 -3.133
O 7.571 -1.191 -2.973
C 8.252 -0.752 -1.901
O 9.094 -1.377 -1.355
O 7.805 0.452 -1.530
H 7.221 2.073 -3.476
H 6.433 2.854 -2.035
H 5.392 2.066 -3.182
H 5.769 0.533 -1.325
H 6.229 -0.196 -4.178
H 5.507 -1.154 -2.889
C -5.208 -0.508 3.550
C -3.836 0.161 3.807
C -3.381 1.073 2.637
O -3.073 2.312 3.278
C -3.662 2.337 4.479
O -3.787 3.326 5.141
O -4.000 1.115 4.885
H -5.064 -1.586 3.434
H -5.695 -0.156 2.643
H -5.791 -0.386 4.461
H -3.195 -0.663 4.101
H -4.181 1.159 1.909
H -2.473 0.679 2.186
C 4.507 -3.133 0.560
C 4.675 -3.488 2.013
C 5.932 -2.953 2.726
O 5.429 -1.790 3.359
C 4.092 -1.811 3.434
O 3.444 -1.121 4.144
O 3.586 -2.878 2.756
H 5.411 -3.483 0.046
H 4.350 -2.079 0.336
H 3.678 -3.692 0.124
H 4.576 -4.561 2.194
H 6.732 -2.822 1.999
H 6.299 -3.671 3.463
C -1.089 0.929 -0.675
C 0.203 0.602 0.058
C 0.312 -0.742 0.777
O 1.609 -1.270 0.355
C 2.037 -0.560 -0.716
O 3.032 -0.733 -1.345
O 1.059 0.270 -1.064
H -1.973 0.971 -0.046
H -1.193 0.228 -1.507
H -1.013 1.857 -1.240
H 0.625 1.452 0.591
H -0.496 -1.441 0.592
H 0.527 -0.583 1.835
C 3.212 5.381 -1.816
C 2.834 4.545 -3.028
C 1.706 3.537 -2.820
O 1.046 3.452 -4.054
C 1.366 4.556 -4.808
O 0.794 4.901 -5.775
O 2.395 5.187 -4.225
H 2.526 6.220 -1.690
H 4.213 5.783 -1.948
H 3.177 4.672 -0.988
H 3.787 4.090 -3.343
H 1.007 3.916 -2.059
H 2.065 2.596 -2.399
C -3.313 -4.530 -1.129
C -3.750 -3.704 0.070
C -4.282 -4.468 1.290
O -3.526 -3.865 2.373
C -2.719 -2.899 1.890
O -2.046 -2.149 2.516
O -2.600 -3.039 0.578
H -4.174 -4.925 -1.682
H -2.747 -5.418 -0.844
H -2.818 -3.921 -1.883
H -4.408 -2.948 -0.344
H -4.078 -5.530 1.165
H -5.302 -4.197 1.547
C 1.566 -5.489 4.104
C 0.530 -4.934 3.122
C 0.946 -4.508 1.735
O 0.775 -5.726 0.968
C -0.146 -6.480 1.635
O -0.656 -7.456 1.226
O -0.413 -5.943 2.838
H 1.083 -5.716 5.052
H 2.504 -4.990 4.348
H 1.887 -6.420 3.617
H 0.096 -4.053 3.595
H 1.975 -4.155 1.749
H 0.250 -3.803 1.289
C -1.639 6.176 3.914
C -1.795 6.046 2.410
C -0.706 6.747 1.606
O -0.327 5.809 0.620
C -0.829 4.603 0.963
O -0.739 3.648 0.273
O -1.670 4.662 2.002
H -2.332 5.578 4.507
H -1.796 7.205 4.247
H -0.634 5.868 4.213
H -2.834 6.284 2.165
H 0.082 7.091 2.274
H -1.263 7.620 1.254
C -4.609 3.236 -0.503
C -5.266 3.562 0.830
C -6.372 4.643 0.663
O -7.497 4.056 1.329
C -7.225 2.792 1.751
O -8.018 2.096 2.299
O -5.963 2.488 1.433
H -3.827 2.480 -0.434
H -4.229 4.128 -1.002
H -5.343 2.840 -1.215
H -4.442 3.883 1.472
H -6.698 4.778 -0.367
H -6.070 5.559 1.166
C 3.026 -3.649 -3.049
C 1.972 -3.342 -4.118
O 0.790 -4.024 -3.721
S 0.794 -4.192 -2.122
O 0.493 -5.531 -1.779
O -0.046 -3.165 -1.570
O 2.300 -3.823 -1.814
H 3.858 -2.976 -2.872
H 3.454 -4.639 -3.235
H 2.372 -3.815 -5.016
H 1.907 -2.270 -4.297
C -3.386 -0.932 -2.595
C -4.437 -1.819 -3.298
O -5.626 -1.904 -2.486
S -5.719 -0.607 -1.542
O -6.107 -1.006 -0.237
O -6.449 0.401 -2.232
O -4.133 -0.335 -1.526
H -3.027 -0.173 -3.284
H -2.604 -1.503 -2.098
H -4.131 -2.769 -3.722
H -4.815 -1.226 -4.141
C -0.973 -1.709 -7.455
C 0.537 -1.504 -7.447
O 0.838 -0.824 -6.248
S -0.522 -0.617 -5.323
O -1.185 0.622 -5.542
O -0.197 -0.809 -3.949
O -1.270 -1.822 -6.060
H -1.251 -2.658 -7.908
H -1.587 -0.926 -7.901
H 0.844 -0.985 -8.355
H 0.963 -2.505 -7.547
C 3.335 1.922 5.871
C 2.146 2.895 6.060
O 1.538 3.092 4.816
S 2.468 2.697 3.559
O 2.873 3.860 2.850
O 1.819 1.631 2.884
O 3.672 2.115 4.482
H 3.104 0.875 6.040
H 4.168 2.300 6.453
H 2.480 3.834 6.503
H 1.467 2.466 6.797
*
```

Values from the calculation:
E = -6546.67239 Ha

Here are the Mulliken charges for atoms 1 to 2, given in e: -1.40, 0.79

=====

Gap between HOMO and LUMO
In order: 0.260, 0.381
Unit: hartree
Energy above the lowest of the compared OMol25 structures with the same formula, charge and spin
In order: 46.523, 0.933
Unit: eV